A | A 3-piece molecular cluster, C4H13NO2 overall, computed with the ωB97M-V functional and the def2-TZVPD basis.

Last column: Mulliken charge in e.
Element x y z (Å)
C  0.14290  0.25072  -0.79718  -0.47
C  -0.12730  0.87376  0.57952  -0.39
C  -1.66925  0.96397  0.69224  -0.57
N  -2.26604  -0.13984  -0.21912  -0.41
C  -1.34254  -0.24203  -1.34498  -0.83
H  0.64137  -0.72479  -0.57328  0.20
H  0.75642  0.96098  -1.33078  0.40
H  0.41932  0.40910  1.40342  0.26
H  0.41031  1.81867  0.54168  0.32
H  -1.98375  0.88764  1.81306  0.31
H  -1.98815  1.97172  0.31071  0.25
H  -2.43816  -0.94028  0.36144  0.29
H  -1.26549  -1.15918  -1.87096  0.45
H  -1.57366  0.50623  -2.13247  0.23
O  1.28783  -2.19765  0.96679  -0.57
H  0.54890  -2.67642  1.16529  0.27
H  1.95096  -2.23451  1.61854  0.28
O  3.21226  0.39636  -0.51879  -0.64
H  2.46164  0.65200  -1.03585  0.30
H  2.82244  0.62355  0.37074  0.32

Properties
* orbital gap: 9.46 eV
* structure (SMILES): C1CCNC1.O.O


B | A 3-piece molecular cluster, C4H13NO2 overall, computed with the ωB97M-V functional and the def2-TZVPD basis.

Last column: Mulliken charge in e.
Element x y z (Å)
C  -1.02951  0.99345  -1.59366  -0.15
N  -0.52486  -0.14995  -1.41108  -0.50
C  -0.33594  -0.58497  -0.02045  -0.57
C  1.09129  -0.24604  0.42800  -0.24
C  1.32936  -0.67418  1.86809  -1.21
H  -1.02874  1.68379  -0.73582  0.00
H  -0.97449  1.59531  -2.50173  0.29
H  -1.01000  0.00988  0.60914  0.28
H  -0.67149  -1.61713  0.05638  0.43
H  1.80003  -0.72464  -0.24772  0.33
H  1.19564  0.83459  0.32236  0.23
H  2.21057  -0.16561  2.26293  0.33
H  0.50071  -0.41062  2.52972  0.32
H  1.45825  -1.75352  1.94363  0.33
O  -0.51638  -2.82294  -2.43076  -0.67
H  -0.54687  -1.86401  -2.23816  0.50
H  -0.16610  -2.85108  -3.34130  0.31
O  -1.14563  2.67043  1.28484  -0.61
H  -0.89227  2.59645  2.19515  0.30
H  -0.74353  3.48080  1.02044  0.29

Properties
* orbital gap: 10.16 eV
* structure (SMILES): C=NCCC.O.O


Most favorable structure: B. The second most favorable one is 12.3 kcal/mol above it.


A | C5H11N3 as an isolated structure, computed with the ωB97M-V functional and the def2-TZVPD basis.

Last column: Mulliken charge in e.
Element x y z (Å)
C  -1.33024  1.20101  0.70589  -1.59
C  -0.06126  0.40431  0.82706  0.86
C  -0.22304  -1.20668  -1.04169  -0.25
C  0.18022  -0.38175  1.88023  -0.98
N  0.98224  -1.72268  -0.93186  -0.63
H  1.03503  -2.44724  -0.22433  0.27
H  -1.11116  -1.65460  -0.59915  0.38
H  -2.20252  0.54500  0.68417  0.34
H  -1.33646  1.78936  -0.21250  0.42
H  -1.45626  1.88822  1.54380  0.39
H  -0.54798  -0.54689  2.66461  0.31
H  1.11256  -0.92389  1.97228  0.34
N  -0.45997  -0.31396  -2.04669  -0.31
C  1.28001  1.12353  0.15316  -0.19
N  2.22533  0.54445  -0.36937  -0.79
H  0.34699  0.19155  -2.38139  0.31
H  -1.39030  0.05033  -2.15997  0.24
H  1.87432  -0.73699  -0.61906  0.49
H  1.08248  2.19691  0.15483  0.37

Properties
* orbital gap: 8.26 eV


B | One molecule with the formula C5H11N3, computed with the ωB97M-V functional and the def2-TZVPD basis.

Last column: Mulliken charge in e.
Element x y z (Å)
C  0.13729  -0.39614  1.14044  -0.68
C  -2.31245  -0.42035  -0.10142  -1.41
C  0.99996  -0.35459  -0.12518  0.28
C  -0.84857  -0.17777  -0.01771  0.62
N  2.39796  -0.25540  -0.14881  -0.52
N  0.17074  2.18381  -0.08357  -0.58
C  -0.01840  0.88735  -0.65045  -0.31
N  0.18761  -1.28759  -0.90872  -0.65
H  2.77046  -0.36324  -1.08435  0.27
H  2.86845  -0.86326  0.51089  0.24
H  0.29309  -2.24116  -0.54189  0.22
H  0.09224  2.18872  0.92576  0.26
H  1.09003  2.53934  -0.32835  0.26
H  0.08509  -1.36825  1.62889  0.30
H  0.23708  0.38979  1.89072  0.25
H  -0.10346  0.94838  -1.73549  0.49
H  -2.62713  -0.40389  -1.14355  0.33
H  -2.84388  0.37326  0.43028  0.31
H  -2.57610  -1.37901  0.34250  0.34

Properties
* orbital gap: 9.20 eV


C | C5H11N3 as an isolated structure, computed with the ωB97M-V functional and the def2-TZVPD basis.

Last column: Mulliken charge in e.
Element x y z (Å)
C  -1.33482  -0.62122  -0.43796  0.27
C  -0.61701  0.52557  -1.08049  -0.72
C  1.02732  1.64129  0.38021  -0.56
C  0.28001  0.60978  1.27173  -1.27
C  -0.08339  -0.48558  0.46699  0.47
H  -2.47691  -2.02655  -1.83170  0.31
H  -1.12801  -2.95165  -0.38011  0.30
H  -2.45089  -0.47356  0.19955  0.28
H  -1.24554  1.30105  -0.72999  0.26
H  1.27014  1.44039  -1.65296  0.25
H  2.13754  1.65936  0.74247  0.35
H  0.68274  2.57345  0.80914  0.25
H  0.91774  0.42344  2.22613  0.41
H  -0.68020  1.09408  1.79365  0.32
H  1.95938  -0.73871  0.92279  0.35
H  0.95948  -1.55800  -0.92203  0.44
N  -1.12500  -1.86226  -1.22911  -0.74
N  0.94218  0.87905  -0.98095  -0.28
N  0.96524  -1.42992  0.43266  -0.69

Properties
* orbital gap: 7.33 eV


Most favorable structure: B. The second most favorable one is 11.2 kcal/mol above it.


A | A 3-piece molecular cluster, C4H16NO2 overall, computed with the ωB97M-V functional and the def2-TZVPD basis.

Last column: Mulliken charge in e.
Element x y z (Å)
C  0.22254  0.78936  -0.51210  -0.57
C  1.26170  -0.16038  0.08415  -0.19
C  1.70554  0.01813  1.47277  -0.33
C  2.84423  -0.95525  1.86583  -1.34
N  -1.17000  0.52895  0.21381  -0.29
H  0.36807  1.95899  -0.24066  0.37
H  0.33029  0.89126  -1.70941  0.31
H  0.84337  -1.33512  0.07365  0.16
H  2.18140  -0.07145  -0.58359  0.28
H  1.94889  1.02691  1.79469  0.39
H  0.76591  -0.17448  2.10557  0.14
H  2.56440  -2.02136  1.88892  0.32
H  3.27258  -0.66620  2.75429  0.42
H  3.89942  -0.93327  1.33368  0.30
H  -1.83962  1.19222  -0.10685  0.28
H  -1.09366  0.53503  1.25570  0.37
H  -1.59298  -0.41178  -0.03995  0.38
H  -4.10542  2.15360  -1.90845  0.32
H  -4.40099  1.53322  -0.57540  0.31
O  -3.65148  1.84815  -1.03087  -0.66
H  -0.77617  -2.17224  -2.40630  0.32
H  -2.08988  -2.03199  -3.15624  0.31
O  -1.48815  -1.54230  -2.57322  -0.62

Properties
* orbital gap: 11.53 eV
* charge: +1


B | A 3-piece molecular cluster, C4H16NO2 overall, computed with the ωB97M-V functional and the def2-TZVPD basis.

Last column: Mulliken charge in e.
Element x y z (Å)
C  0.93050  -0.21158  1.11012  -0.79
C  1.71021  0.31566  -0.11860  0.24
C  1.81944  1.88043  0.09317  -1.27
C  0.98809  -0.02258  -1.44379  -1.00
N  0.49432  -1.64749  0.94222  -0.23
H  0.04951  0.41202  1.06193  0.31
H  1.39667  -0.18801  2.07833  0.39
H  2.69309  -0.15543  -0.25759  0.35
H  0.77924  2.18387  -0.14156  0.34
H  2.61238  2.27302  -0.51059  0.36
H  1.90922  2.08384  1.15458  0.37
H  -0.00233  0.53126  -1.43900  0.15
H  1.56253  0.06098  -2.36303  0.35
H  0.72582  -1.07693  -1.37102  0.35
H  0.15379  -2.01690  1.83151  0.36
H  1.29670  -2.10872  0.52210  0.37
H  -0.24942  -1.79375  0.22725  0.36
H  -2.79156  -2.00541  0.41358  0.30
H  -2.33566  -0.55378  -0.02720  0.34
O  -2.04566  -1.40767  0.33926  -0.62
H  -2.68536  1.80434  -1.56268  0.31
H  -3.52156  1.65617  -0.42846  0.28
O  -2.71895  1.23591  -0.77782  -0.63

Properties
* orbital gap: 12.36 eV
* charge: +1


Most favorable structure: B. The second most favorable one is 35.7 kcal/mol above it.


A | A 3-piece molecular cluster, C4H16NO2 overall, computed with the ωB97M-V functional and the def2-TZVPD basis.

Last column: Mulliken charge in e.
Element x y z (Å)
C  1.64423  0.10282  -1.68486  -1.40
C  1.19144  -0.36346  -0.24367  0.31
N  -0.02311  0.39283  0.12385  -0.06
C  0.09143  1.89442  0.36789  -0.89
C  0.90913  -1.82715  -0.29181  -1.26
H  1.49046  1.17567  -1.80349  0.39
H  0.97750  -0.40388  -2.38702  0.40
H  2.68248  -0.22169  -1.92103  0.38
H  2.09384  -0.14097  0.32961  0.34
H  -0.77564  0.16656  -0.53276  0.45
H  -0.33780  -0.06784  1.02190  0.28
H  -0.33143  2.03288  1.35843  0.37
H  1.12754  2.24293  0.45247  0.36
H  -0.42369  2.44552  -0.40651  0.35
H  1.37171  -2.41396  -1.08037  0.39
H  -0.00575  -2.43021  -0.03287  0.27
H  1.42494  -2.46990  0.55473  0.30
H  -3.58466  1.54455  0.06059  0.33
H  -3.52833  2.69391  -0.95759  0.33
O  -3.08586  1.86726  -0.74316  -0.64
H  -0.51871  -2.15177  3.24221  0.31
H  -1.57942  -2.29815  2.16955  0.31
O  -0.81028  -1.77036  2.40392  -0.63

Properties
* orbital gap: 12.13 eV
* charge: +1


B | A 3-piece molecular cluster, C4H16NO2 overall, computed with the ωB97M-V functional and the def2-TZVPD basis.

Last column: Mulliken charge in e.
Element x y z (Å)
C  0.07698  0.81127  -0.50479  -0.46
C  -0.10276  -0.76869  -0.36981  -0.47
C  0.03986  -1.51538  -1.67189  -0.44
C  1.44256  -1.27406  -2.35998  -1.17
N  -1.22885  1.36544  -0.10539  -0.36
H  0.93628  1.13879  0.22484  0.22
H  0.51896  1.17461  -1.46461  0.37
H  0.63230  -0.90219  0.50133  0.24
H  -1.11434  -1.06677  0.17467  0.39
H  -0.00300  -2.59425  -1.40088  0.32
H  -0.79774  -1.28478  -2.43146  0.21
H  1.77399  -2.08216  -3.10619  0.33
H  2.18073  -1.43932  -1.64989  0.36
H  1.42782  -0.27149  -2.75760  0.32
H  -1.19432  2.38999  -0.17663  0.36
H  -1.62299  1.12382  0.96968  0.37
H  -2.02743  0.93458  -0.60678  0.38
H  -0.69614  -1.63666  2.67737  0.24
H  -1.14887  -0.51564  3.55127  0.28
O  -0.98501  -0.84728  2.73357  -0.50
H  1.06677  1.80004  2.65924  0.33
H  0.51488  3.12517  2.89346  0.33
O  0.31031  2.33495  2.22048  -0.64

Properties
* orbital gap: 11.55 eV
* charge: +1


Most favorable structure: A. The second most favorable one is 36.0 kcal/mol above it.